Computed, not measured: the molecule C3H9N2 at a distorted geometry, with ωB97M-V with the def2-TZVPD basis set.

Each atom is followed by the atoms it is bonded to, with distances in Å.
CARTESIAN COORDINATES (ANGSTROEM)
1 N 1.5075 -0.5834 -0.6459  C5 1.491, H6 1.073, H9 1.040, H14 1.035
2 N -1.9053 0.7352 -0.4920  C4 1.368, H8 0.989, H11 1.004
3 C 0.1368 -0.1325 1.4291  C5 1.466, H7 1.097, H10 1.090, H13 1.105
4 C -0.6247 0.4738 -0.8953  N2 1.368, C5 1.351, H12 1.078
5 C 0.3014 0.0281 -0.0186  N1 1.491, C3 1.466, C4 1.351
6 H 1.3456 -1.5687 -1.0400  N1 1.073
7 H -0.1485 0.7790 1.9692  C3 1.097
8 H -2.5806 1.2482 -1.0009  N2 0.989
9 H 1.8142 -0.0930 -1.5097  N1 1.040
10 H 1.0130 -0.3992 2.0203  C3 1.090
11 H -2.2034 0.3069 0.3661  N2 1.004
12 H -0.3687 0.6939 -1.9192  C4 1.078
13 H -0.5882 -0.9147 1.7188  C3 1.105
14 H 2.3010 -0.5736 0.0180  N1 1.035

Calculated values
ΔE to the lowest compared entry with this formula, charge and spin ... 45.1 kcal per mole
Spin multiplicity ... 2
E_tot ... -6233.2946 eV
Frontier orbital gap (spin up / spin down) ... 4.4 / 9.2 eV
<S²> ... 0.751
Highest occupied orbital energy (spin up / spin down) ... -3.502 / -8.482 eV